(1)
ORCA calculation (wB97M-V/def2-TZVPD) on the ion C4H3N2O2 with charge +1 at a distorted geometry.

Last column: Löwdin charge in e.
Geometry (Å):
C1 -1.79623 1.07487 0.15369  0.047
C2 -1.66426 -0.53960 0.15704  0.103
C3 0.25853 0.38562 0.09069  -0.353
C4 2.51792 -0.67793 -0.27647  -0.001
N1 -0.61214 1.49284 0.03411  0.168
N2 -0.39835 -0.79257 0.06851  0.158
O1 3.39772 -0.51391 0.45541  0.273
O2 1.45508 0.56847 -0.24180  0.186
H1 -2.77092 1.55518 0.29861  0.143
H2 -2.54136 -1.18345 0.19409  0.140
H3 2.15399 -1.36953 -0.93389  0.136

Charge ... +1
Energy relative to the best compared isomer or geometry (same formula, charge and spin) ... 69.6 kJ/mol
Gap between HOMO and LUMO ... 8.59 eV

=====

(2)
ORCA calculation (wB97M-V/def2-TZVPD) on the molecule C4H8N2S at a distorted geometry.

Last column: Löwdin charge in e.
Geometry (Å):
C1 1.23788 0.66477 0.68426  -0.635
C2 -0.25969 0.53325 0.65352  -0.472
C3 -0.95898 1.15928 -0.38796  -0.171
C4 -2.12832 0.13487 -0.57444  -0.161
H1 0.63475 -1.13910 -0.78444  0.063
H2 1.47819 1.70229 0.20180  0.095
H3 1.56077 0.42963 1.73014  0.081
H4 -0.64064 0.83730 1.67727  0.165
H5 -1.17115 2.17669 -0.12906  0.115
H6 -0.56691 1.01730 -1.45908  0.146
H7 -3.24694 0.52573 -0.89294  0.159
H8 -0.75500 -1.44328 1.35498  0.071
N1 -1.90843 -0.99225 -0.04127  0.021
N2 -0.64578 -0.94494 0.56945  -0.072
S1 2.07757 -0.34370 -0.47801  0.595

Energy relative to the best compared isomer or geometry (same formula, charge and spin) ... 410.5 kJ/mol
Gap between HOMO and LUMO ... 9.26 eV

=====

(3)
ORCA calculation (wB97M-V/def2-TZVPD) on a structure of composition C36H32F4 at a distorted geometry.

Last column: Löwdin charge in e.
Geometry (Å):
F1 -5.49148 1.21539 1.91276  0.045
C1 -4.17824 1.30633 1.64150  -0.258
C2 -3.48788 2.52812 1.85665  0.015
C3 -2.14967 2.48849 1.39374  -0.015
C4 -1.54083 1.36143 0.75209  -0.098
C5 -2.29677 0.20482 0.61749  -0.138
C6 -3.60931 0.17949 1.00582  0.016
H1 -3.93128 3.37548 2.35842  0.107
H2 -1.48859 3.34248 1.40239  0.098
H3 -0.51815 1.31938 0.40749  0.053
H4 -1.78803 -0.66335 0.22524  0.085
H5 -4.17714 -0.73918 1.00381  0.115
F2 0.90173 -3.49045 -2.60473  0.099
C7 1.13661 -3.36240 -1.32547  -0.277
C8 1.80941 -4.39235 -0.68094  -0.015
C9 2.10908 -4.27974 0.67726  -0.028
C10 1.78203 -3.08523 1.35465  -0.069
C11 1.21143 -2.00631 0.64432  -0.070
C12 0.79662 -2.18436 -0.67148  0.014
H6 2.13311 -5.23360 -1.27583  0.112
H7 2.65224 -5.09943 1.12389  0.104
H8 2.18055 -3.00331 2.35508  0.057
H9 1.07785 -1.05803 1.14364  0.041
H10 0.33155 -1.41332 -1.26782  0.109
F3 1.23865 1.59761 2.24224  -0.091
C13 1.25854 0.29374 2.66440  -0.273
C14 2.36777 -0.26535 3.29983  0.017
C15 2.28274 -1.60558 3.69406  -0.054
C16 1.24909 -2.37989 3.24843  -0.223
C17 0.07849 -1.82903 2.72686  -0.019
C18 0.12496 -0.43361 2.42471  -0.041
H11 3.20172 0.35136 3.60083  0.113
H12 3.10743 -2.01422 4.25914  0.125
H13 1.22991 -3.39815 3.60789  0.144
H14 -0.82344 -2.36945 2.48011  0.143
H15 -0.79394 -0.07661 1.98360  0.103
F4 -1.96803 0.73400 -5.86017  0.032
C19 -2.63000 0.32618 -4.71117  -0.223
C20 -2.03940 -0.57091 -3.80844  -0.034
C21 -2.79614 -1.12112 -2.75950  -0.140
C22 -4.05544 -0.67010 -2.49212  -0.083
C23 -4.68179 0.15329 -3.40135  -0.064
C24 -4.00747 0.61724 -4.54035  0.001
H16 -1.00730 -0.87723 -3.89408  0.131
H17 -2.28069 -1.80394 -2.10037  0.122
H18 -4.46187 -1.14069 -1.60907  0.108
H19 -5.66608 0.52986 -3.16519  0.106
H20 -4.50069 1.21992 -5.28862  0.110
C25 2.51143 3.37476 0.02048  -0.153
C26 3.59965 3.07247 -0.79313  -0.081
C27 4.36139 1.97956 -0.46086  -0.073
C28 4.17595 1.31830 0.74711  -0.036
C29 3.25284 1.78810 1.65981  -0.060
C30 2.31135 2.69604 1.19653  -0.137
H21 1.78213 4.09047 -0.32923  0.137
H22 3.80428 3.58831 -1.71965  0.114
H23 5.15432 1.68740 -1.13339  0.106
H24 4.72647 0.41414 0.96118  0.112
H25 3.17407 1.35151 2.64448  0.065
H26 1.48643 2.99531 1.82608  0.149
C31 1.21523 1.49260 -0.52074  -0.072
C32 0.82140 0.37069 0.20143  -0.132
C33 -0.30774 -0.33926 -0.21926  -0.325
C34 -1.01606 0.05773 -1.30447  -0.161
C35 -0.52703 1.08841 -2.08522  0.006
C36 0.55648 1.89770 -1.65520  0.007
H27 2.02568 2.14133 -0.22287  -0.036
H28 1.51591 0.19245 1.00907  0.093
H29 -0.51950 -1.26729 0.29096  0.111
H30 -1.78880 -0.62945 -1.61602  0.045
H31 -1.07144 1.25097 -3.00368  0.095
H32 0.86344 2.81008 -2.14483  0.110

Gap between HOMO and LUMO ... 8.16 eV